Density functional theory data (ωB97M-V with the def2-TZVPD basis set) for the molecule C5H11N.

Calculated values
SMILES: CCN1C[C@H]1C
HOMO in eV: -8.91
Energy relative to the best compared isomer or geometry (same formula, charge and spin) in kJ/mol: 114.95

Structure (ORCA input):
```
! RIJCOSX wB97M-V def2-TZVPD def2/J DEFGRID3
* xyz 0 1
C -0.0910 0.7436 2.0798
C 0.6671 1.1301 0.8176
N 0.6605 0.0443 -0.1519
C 0.6363 0.3004 -1.5765
C -0.5214 -0.3431 -0.8961
C -0.7098 -1.8397 -0.9962
H 0.1106 1.4574 2.8863
H -1.1731 0.7208 1.9116
H 0.2221 -0.2501 2.4151
H 0.2783 2.0879 0.4260
H 1.7166 1.3128 1.0826
H 0.5057 1.3247 -1.9247
H 1.3173 -0.2896 -2.1958
H -1.4292 0.2633 -0.8213
H -1.3902 -2.1359 -1.8036
H -1.0786 -2.2679 -0.0562
H 0.2789 -2.2589 -1.1967
*
```